Entry 1:
C20H58Br3N10O5P3 | the ωB97M-V functional and the def2-TZVPD basis

As for the charge: 0. The value obtained for the HOMO energy is -8.12 eV.

Geometry (Å):
C (4.2634, 0.9744, 3.3347)
N (2.8129, 0.8661, 2.9238)
O (2.0539, 1.6320, 3.5147)
O (2.4428, 0.0680, 2.0802)
H (4.1789, 0.7144, 4.3856)
H (4.5763, 2.0029, 3.2010)
H (4.7744, 0.3065, 2.6474)
O (0.4831, -5.0158, 2.8633)
P (-0.9836, -4.7847, 2.8317)
N (-1.6289, -4.2791, 4.3169)
C (-0.7805, -4.6525, 5.4600)
C (-2.2149, -2.9438, 4.4601)
N (-1.7808, -6.2362, 2.5946)
C (-3.1419, -6.5046, 3.1101)
C (-1.3715, -7.0709, 1.4795)
N (-1.5372, -3.7694, 1.6134)
C (-0.6115, -2.7739, 1.1023)
C (-2.9488, -3.5834, 1.3035)
H (-0.7781, -5.7425, 5.5798)
H (-1.2045, -4.2869, 6.3910)
H (0.2768, -4.4335, 5.3042)
H (-3.2486, -2.8641, 4.1125)
H (-1.5959, -2.1789, 3.9853)
H (-2.3312, -2.7110, 5.5188)
H (-2.9899, -7.2542, 3.8926)
H (-3.5584, -5.6586, 3.6517)
H (-3.7871, -6.8055, 2.2878)
H (-0.3835, -7.5036, 1.6356)
H (-2.0807, -7.8911, 1.3631)
H (-1.3543, -6.5706, 0.5045)
H (0.3217, -3.1413, 0.6644)
H (-1.0604, -2.1802, 0.3086)
H (-0.1467, -2.1716, 1.8959)
H (-2.9850, -3.1587, 0.3064)
H (-3.4842, -2.9858, 2.0539)
H (-3.5019, -4.5181, 1.4228)
O (4.9980, 1.3368, -5.0489)
P (4.0190, 1.3817, -6.1472)
N (2.8662, 0.1539, -6.0859)
C (1.6688, 0.0836, -6.9128)
C (3.0748, -0.9153, -5.1028)
N (4.6718, 1.2103, -7.7154)
C (3.9878, 1.4244, -8.9880)
C (6.1009, 1.0754, -7.9680)
N (3.1270, 2.7908, -6.1345)
C (1.9281, 2.9432, -5.3016)
C (3.6399, 4.0363, -6.6964)
H (1.8832, -0.5422, -7.7881)
H (1.3460, 1.0863, -7.1837)
H (0.9046, -0.4562, -6.3511)
H (2.4522, -1.7755, -5.3358)
H (2.9734, -0.5471, -4.0812)
H (4.1094, -1.2637, -5.1810)
H (4.1544, 2.4542, -9.3173)
H (4.3612, 0.7350, -9.7472)
H (2.9171, 1.2192, -8.9673)
H (6.7391, 1.1830, -7.0906)
H (6.3010, 0.1061, -8.4313)
H (6.3971, 1.9050, -8.6234)
H (1.1429, 2.2606, -5.6349)
H (2.1751, 2.6839, -4.2732)
H (1.4601, 3.9236, -5.3529)
H (4.6735, 3.8790, -7.0209)
H (3.7300, 4.8337, -5.9589)
H (3.0683, 4.3133, -7.5831)
O (-1.1404, 4.3035, 4.1592)
P (-2.2195, 3.3908, 3.7465)
N (-1.8626, 2.7603, 2.2077)
C (-2.0003, 1.3727, 1.7946)
C (-1.4224, 3.6785, 1.1772)
N (-3.7519, 4.0910, 3.6281)
C (-4.8495, 3.4143, 2.9810)
C (-3.8283, 5.5520, 3.4618)
N (-2.4384, 2.0442, 4.7055)
C (-3.5778, 1.8059, 5.5854)
C (-1.2903, 1.1875, 4.9620)
H (-1.0128, 1.0688, 1.4237)
H (-2.6517, 1.3188, 0.9139)
H (-2.3397, 0.7058, 2.5800)
H (-0.9148, 3.2072, 0.3339)
H (-0.7490, 4.4343, 1.5796)
H (-2.2563, 4.2127, 0.7048)
H (-5.8378, 3.7705, 3.3042)
H (-4.9504, 3.5696, 1.8993)
H (-4.8300, 2.3596, 3.2532)
H (-2.8894, 6.0306, 3.7135)
H (-4.2841, 5.8487, 2.5114)
H (-4.6334, 5.8580, 4.1463)
H (-3.9612, 0.7946, 5.4570)
H (-3.2716, 2.0693, 6.6014)
H (-4.4012, 2.4892, 5.3790)
H (-0.5977, 1.1758, 4.1205)
H (-1.5883, 0.1498, 5.1295)
H (-0.7765, 1.5624, 5.8526)
C (0.9464, 0.2713, -0.9228)
Br (1.4025, -1.5820, -1.4283)
Br (-0.8255, 0.6999, -1.6011)
Br (2.2486, 1.5932, -1.5926)
H (0.9901, 0.3781, 0.1538)

Entry 2:
C20H58ClN4O11 | the ωB97M-V functional and the def2-TZVPD basis

As for the charge: 0. The value obtained for the HOMO energy (spin up / spin down) is -8.63 / -8.63 eV. Its spin multiplicity is 2.

Geometry (Å):
Cl (1.2344, 0.6134, 0.4858)
O (1.5499, 1.9317, -0.0479)
O (0.9173, -0.2654, -0.6373)
O (2.4414, 0.2062, 1.1482)
O (0.1598, 0.6568, 1.3983)
O (-1.1599, 3.9978, 0.2045)
H (-0.4032, 3.4186, 0.2954)
H (-1.8829, 3.4138, -0.0246)
C (-0.9214, -1.1718, 5.4406)
C (0.2136, -0.1560, 5.2023)
C (1.0633, 0.2770, 6.4258)
O (2.1500, 1.1952, 6.0220)
C (3.4595, 0.9030, 6.5242)
N (1.1228, -0.8201, 4.3565)
H (-1.6520, -1.2737, 4.6382)
H (-1.4896, -0.6590, 6.2167)
H (-0.7721, -2.1439, 5.9104)
H (-0.1766, 0.7198, 4.6838)
H (1.5431, -0.5771, 6.9037)
H (0.4901, 0.7736, 7.2087)
H (4.1672, 1.6627, 6.1923)
H (3.5771, -0.0847, 6.0785)
H (3.4734, 0.8044, 7.6096)
H (2.0097, -0.3400, 4.4115)
H (0.8589, -0.5997, 3.4069)
C (-2.5101, 0.7168, -4.6158)
C (-1.4230, 0.7595, -3.5840)
C (-0.7926, 2.1356, -3.4400)
O (-0.1020, 2.4610, -4.7010)
C (0.5783, 3.7093, -4.5331)
N (-1.8527, 0.1066, -2.3614)
H (-2.1329, 1.0686, -5.5761)
H (-3.4135, 1.2468, -4.3139)
H (-2.7903, -0.3354, -4.6656)
H (-0.6049, 0.1316, -3.9369)
H (-0.0556, 2.1960, -2.6392)
H (-1.6366, 2.7828, -3.2018)
H (-0.1027, 4.5545, -4.4332)
H (1.1891, 3.9958, -5.3892)
H (1.2105, 3.6081, -3.6510)
H (-1.9108, -0.8836, -2.5521)
H (-1.1970, 0.1690, -1.5957)
C (-5.3942, -0.1077, 1.6976)
C (-3.9422, -0.3848, 1.9851)
C (-3.2899, -1.4955, 1.1262)
O (-3.9430, -2.7904, 1.2279)
C (-3.8515, -3.3878, 2.5088)
N (-3.1305, 0.8098, 1.9860)
H (-5.9109, 0.3115, 2.5609)
H (-5.8594, -1.0326, 1.3566)
H (-5.5460, 0.5727, 0.8597)
H (-3.9308, -0.6634, 3.0388)
H (-2.2373, -1.6421, 1.3682)
H (-3.5029, -1.1884, 0.1022)
H (-4.3316, -4.3664, 2.5102)
H (-4.3618, -2.7871, 3.2617)
H (-2.7859, -3.4576, 2.7272)
H (-2.1767, 0.5891, 2.2342)
H (-3.0405, 1.2572, 1.0850)
C (1.9546, -0.6066, -5.6371)
C (1.9725, -0.8038, -4.1635)
C (3.1341, -1.7022, -3.5889)
O (3.1296, -3.0214, -4.1028)
C (4.0636, -3.2577, -5.1485)
N (2.0738, 0.5484, -3.6077)
H (2.2069, -1.5466, -6.1279)
H (2.6215, 0.1575, -6.0363)
H (0.9356, -0.3486, -5.9255)
H (1.0121, -1.2477, -3.9015)
H (2.7600, -1.7690, -2.5673)
H (4.0793, -1.1606, -3.5516)
H (5.0525, -3.2914, -4.6912)
H (4.1228, -2.4310, -5.8565)
H (3.8445, -4.0790, -5.8308)
H (1.3669, 1.0657, -4.1104)
H (1.7532, 0.6263, -2.6531)
C (3.2495, 4.2335, 4.2904)
C (2.6507, 3.2915, 3.2157)
O (3.6949, 2.5713, 2.5437)
H (3.7977, 3.6077, 4.9947)
H (2.5854, 4.8514, 4.8947)
H (4.0049, 4.9349, 3.9362)
H (2.0387, 3.7464, 2.4369)
H (1.9573, 2.6444, 3.7529)
H (3.2053, 1.9384, 2.0133)
C (-0.6361, -3.4042, -1.5855)
C (-1.2133, -3.3998, -3.0119)
O (-2.3393, -2.5874, -3.1686)
H (-1.4524, -3.6037, -0.8913)
H (-0.1141, -2.4730, -1.3655)
H (0.0681, -4.2336, -1.5203)
H (-1.4229, -4.4059, -3.3753)
H (-0.3919, -3.0392, -3.6310)
H (-2.9576, -2.9470, -2.5283)

Number 1: electronic energy -284812.899 eV. Number 2: electronic energy -62671.439 eV.